No. 1
Density functional theory data (wB97M-V/def2-TZVPD) for one molecule with the formula C6H9NO in a non-equilibrium geometry.

Values from the calculation:
ΔE to the lowest compared entry with this formula, charge and spin: 7.3379 eV
E_HOMO: -8.15 eV
Orbital gap: 0.33851 Ha
Charge: 0
LUMO energy: 1.061 eV
SMILES: CN1[C@@H]2C=COC[C@H]21

Last column: Mulliken charge in e.
Cartesian coordinates (Å):
C -2.393 0.099 -0.411  -0.66
N -1.330 -0.348 0.571  -0.23
C -0.346 0.387 0.805  -0.11
C 0.288 1.482 0.042  -0.77
C 1.523 1.004 -0.334  -0.10
O 1.934 -0.286 0.049  -0.48
C 0.884 -1.482 -0.102  -0.35
C -0.338 -0.811 -0.290  -0.26
H -3.383 0.373 0.050  0.30
H -2.127 1.149 -0.948  0.23
H -2.734 -0.668 -1.223  0.26
H 0.117 0.133 1.701  0.53
H 0.189 2.492 0.085  0.41
H 2.112 1.708 -0.837  0.46
H 1.347 -1.946 -0.979  0.27
H 0.787 -2.236 0.870  0.24
H -0.182 -0.350 -1.368  0.26

Atomic forces in eV per Å
C -2.19 2.08 -0.92
N -11.28 -5.12 -3.60
C 5.70 4.83 -0.48
C 2.96 -3.36 0.05
C -2.67 -1.13 2.43
O 0.42 0.88 -1.15
C 1.38 -1.61 2.99
C 2.03 1.19 -3.38
H 1.07 -0.37 0.30
H 0.00 -2.58 0.98
H 1.40 1.11 1.66
H 1.25 -0.12 1.60
H -1.01 2.75 -0.23
H 1.87 0.08 -0.65
H -0.60 -0.36 0.37
H 1.22 2.22 -2.18
H -1.56 -0.49 2.21


No. 2
Density functional theory data (wB97M-V/def2-TZVPD) for one molecule with the formula C6H9NO in a non-equilibrium geometry.

Values from the calculation:
ΔE to the lowest compared entry with this formula, charge and spin: 2.4289 eV
E_HOMO: -8.24 eV
Orbital gap: 0.31713 Ha
Charge: 0
LUMO energy: 0.388 eV
SMILES: CN=C=C(C)C(C)=O

Last column: Mulliken charge in e.
Cartesian coordinates (Å):
C 2.968 -0.379 0.103  -0.67
N 1.738 -0.035 -0.489  -0.20
C 0.591 0.208 -0.266  0.37
C -0.751 0.564 -0.258  0.17
C -1.060 2.024 -0.296  -1.33
C -1.804 -0.436 -0.170  0.80
C -1.272 -1.773 0.353  -1.15
O -2.993 -0.188 -0.188  -0.62
H 2.643 -0.864 1.091  0.29
H 3.491 0.541 0.384  0.28
H 3.527 -0.980 -0.586  0.25
H -1.728 2.295 -1.263  0.22
H -0.211 2.713 -0.452  0.36
H -1.592 2.564 0.469  0.29
H -2.142 -2.393 0.500  0.36
H -0.555 -2.273 -0.367  0.33
H -0.849 -1.590 1.436  0.27

Atomic forces in eV per Å
C -1.02 0.06 2.75
N -1.64 0.54 -1.16
C -1.71 0.41 -0.30
C 2.13 0.46 0.02
C -1.11 2.27 -3.45
C 0.90 -0.26 1.78
C 0.41 -0.21 0.82
O 0.22 0.07 -0.55
H 1.30 0.07 -1.28
H 0.15 -0.22 -0.28
H 0.43 -0.41 0.08
H 1.32 -0.88 1.97
H 0.23 -0.80 -0.03
H -0.48 -0.79 0.96
H -0.17 -0.50 -0.12
H -0.57 0.59 1.09
H -0.40 -0.40 -2.30


No. 3
Density functional theory data (wB97M-V/def2-TZVPD) for one molecule with the formula C6H9NO in a non-equilibrium geometry.

Values from the calculation:
ΔE to the lowest compared entry with this formula, charge and spin: 5.0043 eV
E_HOMO (alpha / beta): -7.67 / -7.67 eV
Orbital gap (alpha / beta): 0.29720 / 0.29683 Ha
Charge: 0
LUMO energy (alpha / beta): 0.413 / 0.412 eV

Last column: Mulliken charge in e.
Cartesian coordinates (Å):
C -1.444 -0.221 0.757  -0.15
C -0.257 -0.601 -1.545  -0.62
C 0.737 -0.201 -0.425  -0.17
C -0.406 0.738 0.091  1.62
C 1.225 -1.383 0.434  -1.31
C -0.369 2.019 0.869  -1.58
N -1.100 0.522 -1.205  -0.82
O -2.476 -0.672 0.834  -0.27
H 0.191 -0.658 -2.663  0.29
H -0.761 -1.497 -1.138  0.31
H 1.644 0.269 -0.784  0.53
H 0.509 -2.091 0.760  0.39
H 1.848 -1.042 1.332  0.29
H 1.902 -1.990 -0.364  0.29
H 0.589 2.429 0.752  0.40
H -0.647 1.835 1.874  0.42
H -1.184 2.544 0.422  0.40

Atomic forces in eV per Å
C 1.00 0.77 0.10
C 1.63 0.40 -0.58
C -0.07 -1.41 0.98
C 0.14 -2.24 -3.47
C 3.31 0.22 -1.44
C -1.10 -1.43 -1.01
N 0.09 2.31 1.58
O -1.60 -0.99 0.33
H -1.43 -0.14 2.55
H 0.20 -0.64 -1.08
H -0.24 0.80 -0.06
H -1.07 -0.46 0.35
H -0.67 -0.59 -1.31
H -1.15 1.18 2.17
H 1.05 1.03 -0.05
H 0.17 -0.02 1.22
H -0.25 1.20 -0.29


No. 4
Density functional theory data (wB97M-V/def2-TZVPD) for one molecule with the formula C6H9NO in a non-equilibrium geometry.

Values from the calculation:
ΔE to the lowest compared entry with this formula, charge and spin: 2.6781 eV
E_HOMO: -7.78 eV
Orbital gap: 0.30192 Ha
Charge: 0
LUMO energy: 0.431 eV
SMILES: C/C(=C\N)CC=C=O

Last column: Mulliken charge in e.
Cartesian coordinates (Å):
C 1.622 -0.598 -0.614  -1.21
C 0.597 -0.065 0.328  0.63
C -0.547 -0.751 0.704  -0.66
N -0.868 -2.038 0.252  -0.56
C 0.557 1.401 0.648  -0.66
C -0.555 1.784 -0.299  -0.67
C -1.544 0.881 -0.420  0.76
O -2.576 0.511 -0.896  -0.49
H 2.427 -1.062 -0.031  0.29
H 1.203 -1.347 -1.288  0.31
H 2.064 0.196 -1.221  0.37
H -1.016 -0.469 1.649  0.43
H -1.549 -2.504 0.843  0.26
H -1.184 -2.019 -0.716  0.26
H 0.308 1.595 1.698  0.23
H 1.491 1.909 0.392  0.39
H -0.430 2.577 -1.027  0.31

Atomic forces in eV per Å
C -0.13 0.08 -0.30
C -1.52 -0.89 0.50
C 1.71 0.18 1.09
N -0.18 -0.26 -0.41
C 0.00 -0.17 -0.19
C 0.57 0.01 0.15
C -1.43 0.78 -1.85
O 1.69 -0.10 0.99
H -0.10 -0.01 -0.08
H 0.13 -0.06 0.13
H -0.05 -0.02 0.07
H -0.11 0.33 -0.28
H 0.09 0.17 -0.34
H -0.03 -0.26 0.29
H 0.12 0.02 -0.14
H -0.09 -0.09 0.12
H -0.67 0.31 0.25


No. 5
Density functional theory data (wB97M-V/def2-TZVPD) for one molecule with the formula C6H9NO2 in a non-equilibrium geometry.

Values from the calculation:
ΔE to the lowest compared entry with this formula, charge and spin: 8.4830 eV
E_HOMO: -9.16 eV
Orbital gap: 0.35440 Ha
Charge: 0
LUMO energy: 0.486 eV
SMILES: C[C@]12C[C@H](O)[C@@H]1C=NO2

Last column: Mulliken charge in e.
Cartesian coordinates (Å):
C 1.211 0.734 0.690  -1.24
C -0.070 0.385 0.716  0.89
C -0.457 -1.032 1.148  -0.77
C -0.270 -1.412 -0.465  -0.10
O 0.918 -1.734 -1.156  -0.54
C -0.695 0.091 -0.675  0.05
C -0.455 1.500 -1.252  -0.49
N -0.751 2.281 -0.311  -0.37
O -0.856 1.582 0.928  -0.36
H 1.766 0.690 1.773  0.33
H 0.991 2.003 0.522  0.37
H 2.145 0.250 -0.130  0.18
H 0.228 -1.547 1.832  0.36
H -1.616 -0.947 1.431  0.29
H -1.001 -2.257 -0.810  0.38
H 1.130 -2.718 -1.367  0.34
H -1.854 0.093 -0.603  0.33
H -0.365 2.037 -2.270  0.34

Atomic forces in eV per Å
C 11.41 5.09 0.68
C -8.32 -2.28 -2.14
C -1.07 0.09 -0.89
C -2.26 -1.99 -1.23
O 1.59 -1.50 0.20
C -0.28 -0.55 -0.07
C -0.79 -0.49 -2.34
N -0.40 1.31 1.00
O -0.76 0.82 1.24
H -1.42 -0.08 -2.45
H 2.58 -3.76 0.31
H -3.51 1.40 2.42
H -0.56 0.20 0.16
H 2.66 -0.99 -0.57
H 0.60 1.90 0.75
H -1.22 2.51 1.11
H 1.85 -0.20 0.22
H -0.10 -1.47 1.61


No. 6
Density functional theory data (wB97M-V/def2-TZVPD) for one molecule with the formula C6H9NO2 in a non-equilibrium geometry.

Values from the calculation:
ΔE to the lowest compared entry with this formula, charge and spin: 2.6615 eV
E_HOMO: -9.58 eV
Orbital gap: 0.36843 Ha
Charge: 0
LUMO energy: 0.441 eV
SMILES: O=C(O)C1=NCCCC1

Last column: Mulliken charge in e.
Cartesian coordinates (Å):
O -2.895 1.099 0.035  -0.55
C -2.460 -0.032 -0.045  0.29
O -3.262 -1.146 0.003  -0.43
C -0.914 -0.022 0.037  0.73
N -0.419 -1.217 0.013  -0.52
C 1.070 -1.427 0.129  -0.76
C 1.867 -0.295 -0.352  -0.14
C 1.379 0.937 0.464  -0.71
C -0.044 1.172 -0.164  -0.58
H -4.095 -0.623 0.115  0.36
H 1.118 -2.485 -0.244  0.37
H 1.324 -1.752 1.208  0.27
H 1.465 0.076 -1.363  0.19
H 3.082 -0.241 -0.628  0.26
H 1.370 0.664 1.468  0.40
H 2.107 1.806 0.308  0.26
H -0.792 2.097 0.220  0.25
H 0.096 1.389 -1.204  0.31

Atomic forces in eV per Å
O -1.32 -0.57 -0.38
C 1.57 1.73 1.09
O 0.76 2.34 -0.11
C 0.61 -4.49 -1.96
N 0.42 0.98 1.61
C -1.26 -3.59 1.44
C 2.37 3.17 -3.17
C 0.51 1.07 -2.61
C -2.29 3.50 2.89
H 0.07 -1.07 -0.13
H 0.77 1.24 -0.85
H -0.63 1.20 -1.05
H 0.78 -1.44 0.82
H -3.15 -0.97 1.51
H -0.27 -0.09 1.98
H -1.34 -1.00 0.21
H 2.58 -2.06 -0.64
H -0.18 0.03 -0.65


No. 7
Density functional theory data (wB97M-V/def2-TZVPD) for C6H9NO2S2 as an isolated structure in a non-equilibrium geometry.

Values from the calculation:
ΔE to the lowest compared entry with this formula, charge and spin: 0.8023 eV
E_HOMO (alpha / beta): -9.23 / -9.23 eV
Orbital gap (alpha / beta): 0.28685 / 0.28686 Ha
Charge: 0
LUMO energy (alpha / beta): -1.427 / -1.426 eV

Last column: Mulliken charge in e.
Cartesian coordinates (Å):
C 2.086 0.817 -1.269  0.07
C 0.093 -0.603 -0.746  0.32
C -3.151 -1.143 0.630  -1.14
C 1.808 2.864 0.717  -0.96
C -1.863 -1.674 0.028  -0.35
C 1.134 0.397 -0.324  0.66
N 2.851 1.196 -2.036  -0.41
O 0.110 -1.205 -1.786  -0.59
O -0.835 -0.693 0.199  -0.27
S 2.334 -1.474 0.501  -0.19
S 0.609 1.507 0.897  0.05
H -3.483 -0.253 0.099  0.31
H -3.923 -1.904 0.561  0.39
H -2.994 -0.886 1.676  0.30
H 1.461 3.653 1.375  0.35
H 1.817 3.213 -0.311  0.34
H 2.795 2.530 1.016  0.33
H -1.973 -1.887 -1.042  0.36
H -1.537 -2.587 0.540  0.28
H 2.661 -1.869 -0.723  0.17

Atomic forces in eV per Å
C 0.19 0.17 -0.71
C -0.18 -0.21 -0.64
C 0.46 0.08 -0.08
C -0.15 -0.46 -0.07
C -0.46 -0.45 -0.23
C 0.60 -2.31 1.43
N 0.22 0.16 -0.18
O 0.01 0.23 0.07
O -0.02 0.24 0.20
S -0.80 1.75 0.12
S 0.11 0.57 0.17
H -0.04 0.02 -0.01
H -0.09 -0.07 0.01
H -0.08 0.00 0.07
H -0.04 0.04 0.09
H 0.03 0.08 -0.01
H 0.14 0.04 0.04
H 0.05 0.02 0.28
H 0.01 0.15 -0.13
H 0.04 -0.04 -0.41


No. 8
Density functional theory data (wB97M-V/def2-TZVPD) for a 3-piece molecular cluster, C6H9NO3 overall in a non-equilibrium geometry.

Values from the calculation:
ΔE to the lowest compared entry with this formula, charge and spin: 5.1844 eV
E_HOMO: -8.18 eV
Orbital gap: 0.30888 Ha
Charge: 0
LUMO energy: 0.224 eV
SMILES: [H]/N=C\C.O=C=CO.C=C=O

Last column: Mulliken charge in e.
Cartesian coordinates (Å):
H -0.472 2.517 1.444  0.22
N -0.370 1.585 1.129  -0.44
C -1.342 0.917 1.180  0.20
C -2.563 1.050 2.050  -1.16
H -1.199 -0.058 0.704  0.22
H -3.353 1.845 1.675  0.29
H -2.196 1.205 3.077  0.31
H -3.081 0.164 2.021  0.34
O -0.313 0.401 -2.012  -0.39
C 0.858 0.576 -2.229  0.57
C 2.118 0.900 -2.524  -0.45
O 2.621 0.299 -3.625  -0.47
H 2.848 1.481 -2.152  0.42
H 3.494 0.666 -3.680  0.32
C 0.825 -2.900 0.157  -1.00
C 0.184 -2.496 1.217  0.86
O -0.299 -2.184 2.205  -0.32
H 1.768 -3.427 0.162  0.26
H 0.470 -2.540 -0.799  0.22

Atomic forces in eV per Å
H -0.05 1.20 1.15
N 5.93 4.01 -1.79
C -4.85 -5.06 0.72
C -0.50 3.23 -0.75
H -0.59 -0.28 -0.07
H 1.84 -1.18 0.97
H -0.50 0.35 -0.35
H -1.23 -2.22 0.07
O 3.39 0.14 -0.68
C -2.13 0.94 1.28
C -3.63 -2.08 -0.75
O 0.56 -1.21 -1.94
H 1.12 2.36 2.78
H 0.65 -0.21 -0.65
C -0.06 0.26 -1.05
C 1.40 -0.72 -0.55
O -1.05 0.51 1.20
H -0.17 -0.02 0.43
H -0.12 -0.03 -0.01


Values of DFT total energy, in order: -363.7546 -363.9350 -363.8403 -363.9258 -438.9646 -439.1786 -1235.5792 -514.3223, all in hartree.